Entry 1:
C24H45ClIrN4O7S2Si | ωB97M-V/def2-TZVPD

total charge	+2
spin multiplicity	6
frontier orbital gap (spin up / spin down)	8.49 / 5.94	eV
ΔE to the lowest compared entry with this formula, charge and spin	22.3	kJ/mol
<S²>	8.78

Each line ends with the Mulliken spin population.
Element x y z (Å)
Ir (0.3780, -0.1356, 0.4903)  2.43
C (-1.4163, -0.0183, -2.0598)  0.06
C (0.2839, -1.8146, -2.9658)  0.03
C (1.4625, -1.4115, -3.8520)  0.01
C (-0.1177, -3.2552, -3.2816)  0.01
O (0.6751, -1.7186, -1.5852)  0.09
Si (1.7254, -2.7786, -0.8545)  0.01
S (2.1691, -1.5892, 0.9283)  0.75
O (3.0313, -2.8857, -1.7416)  0.02
C (4.2740, -3.6239, -1.6946)  -0.01
C (4.5307, -4.1107, -0.2762)  0.02
C (5.3596, -2.6548, -2.1485)  0.00
C (4.1254, -4.8053, -2.6486)  0.00
O (1.1249, -4.1984, -0.4573)  0.02
C (0.1146, -4.8577, 0.3324)  0.01
C (0.6884, -5.1029, 1.7241)  0.00
C (-1.1362, -3.9913, 0.4073)  0.02
C (-0.1668, -6.1877, -0.3677)  0.00
H (-2.4014, 0.4101, -2.2777)  0.01
H (-0.7277, 1.6386, -1.0373)  -0.04
H (-1.5180, -0.6147, -1.1460)  -0.01
H (1.2126, -1.5357, -4.9029)  0.00
H (2.3067, -2.0525, -3.6216)  0.00
H (1.7604, -0.3818, -3.6659)  0.01
H (-0.4058, -3.3509, -4.3254)  0.00
H (-0.9430, -3.5714, -2.6494)  0.00
H (0.7223, -3.9199, -3.0964)  0.00
H (4.5407, -3.2676, 0.4112)  0.00
H (5.4916, -4.6135, -0.2324)  0.00
H (3.7526, -4.8054, 0.0281)  0.00
H (5.3992, -1.8008, -1.4772)  0.00
H (5.1564, -2.2952, -3.1537)  0.00
H (6.3232, -3.1538, -2.1448)  0.00
H (3.2591, -5.3981, -2.3671)  0.00
H (5.0107, -5.4305, -2.5987)  0.00
H (3.9988, -4.4598, -3.6710)  0.00
H (0.9469, -4.1575, 2.1949)  0.00
H (1.5811, -5.7183, 1.6605)  0.00
H (-0.0442, -5.6191, 2.3360)  0.00
H (-0.8925, -3.0183, 0.8344)  0.01
H (-1.8778, -4.4737, 1.0337)  0.00
H (-1.5659, -3.8424, -0.5782)  0.00
H (0.7452, -6.7759, -0.4251)  0.00
H (-0.5376, -6.0260, -1.3759)  0.00
H (-0.9088, -6.7488, 0.1922)  0.00
O (-0.2629, 3.7323, 0.7094)  0.01
Cl (-0.5046, 2.5875, 1.4554)  0.02
O (-1.1290, 2.7808, 2.6871)  0.01
O (0.7385, 1.8552, 1.6671)  0.09
O (-1.3000, 1.6634, 0.6560)  0.03
N (-0.7537, 0.0175, -4.3482)  0.27
C (-0.9734, -0.8832, -3.2408)  -0.06
N (-0.4634, 1.0490, -1.8299)  0.17
C (0.1231, 1.6855, -2.8760)  0.24
C (0.8682, 2.8610, -2.6977)  -0.08
C (1.3941, 3.5152, -3.7848)  0.15
C (1.1941, 3.0176, -5.0890)  0.08
C (0.4660, 1.8750, -5.2974)  -0.01
C (-0.0598, 1.1633, -4.2033)  0.22
H (-0.9254, -0.3208, -5.2849)  -0.02
H (-1.8057, -1.5391, -3.5085)  0.00
H (0.9870, 3.2626, -1.7023)  -0.01
H (1.9589, 4.4222, -3.6501)  0.00
H (1.6189, 3.5446, -5.9283)  0.00
H (0.3014, 1.5028, -6.2962)  0.00
C (1.9526, -1.8638, 6.2549)  0.00
C (2.2220, -0.9478, 5.0657)  0.00
N (1.1869, -1.0777, 4.0527)  0.01
C (0.0945, -0.3731, 3.8313)  0.02
S (-0.9359, -0.9376, 2.5190)  0.38
N (-0.3797, 0.6418, 4.5146)  0.03
C (0.1380, 1.3600, 5.6700)  0.00
C (-0.9771, 2.2396, 6.2116)  0.00
H (2.7343, -1.7328, 6.9967)  0.00
H (1.9442, -2.9051, 5.9439)  0.00
H (0.9972, -1.6346, 6.7199)  0.00
H (3.1620, -1.2307, 4.5904)  0.00
H (2.3001, 0.0878, 5.3817)  0.00
H (1.3317, -1.8497, 3.4165)  0.01
H (-1.1856, 1.1169, 4.1131)  -0.01
H (0.9829, 1.9850, 5.3631)  0.00
H (0.4655, 0.6499, 6.4345)  0.00
H (-1.3163, 2.9324, 5.4456)  0.00
H (-0.6222, 2.8142, 7.0634)  0.00
H (-1.8155, 1.6261, 6.5362)  0.00

Cartesian forces, eV/Å:
0.7 -0.9 1.5
-0.4 -0.3 -0.4
-0.1 0.0 -0.9
0.0 -0.1 0.3
0.1 0.2 0.2
-0.3 0.1 0.2
0.1 0.0 0.7
-0.8 0.8 -0.4
0.0 0.2 -0.2
0.5 -0.4 -0.1
-0.1 0.2 -0.2
-0.3 -0.2 0.1
0.0 0.3 0.2
0.2 0.2 -0.2
-0.3 -0.4 0.2
0.0 0.1 -0.4
0.4 0.0 -0.1
0.1 0.3 0.2
0.0 -0.1 0.0
0.0 0.2 -0.2
-0.1 0.0 -0.2
0.0 0.1 -0.1
0.0 0.0 -0.1
0.1 0.0 0.0
0.0 0.0 -0.1
-0.1 -0.1 0.0
0.1 -0.1 -0.1
0.1 0.1 0.1
0.1 -0.1 0.1
-0.1 -0.2 0.1
0.1 0.1 0.1
0.0 0.0 -0.1
0.1 0.0 0.0
-0.1 -0.1 0.0
0.1 -0.1 0.0
0.0 0.0 -0.1
0.0 0.2 0.1
0.1 -0.1 0.0
-0.1 0.0 0.1
0.0 0.0 0.1
-0.1 0.0 0.1
-0.1 0.0 -0.2
0.1 -0.1 0.0
-0.1 0.0 -0.1
-0.1 -0.1 0.0
0.3 1.6 -0.6
-0.1 -0.6 0.1
-0.6 0.7 1.0
1.6 -0.9 0.1
-1.0 -1.0 -0.9
0.2 0.5 -0.3
0.0 -0.3 0.8
0.1 0.2 0.2
0.1 0.1 -0.1
0.0 0.2 -0.2
-0.1 -0.2 0.5
-0.4 -0.6 -0.4
0.3 0.5 -0.2
-0.4 -0.3 0.1
0.1 0.0 0.0
0.0 0.2 0.0
0.0 0.0 0.1
0.1 0.1 0.1
0.0 0.0 -0.1
0.0 -0.1 -0.1
0.1 0.2 -0.1
0.2 -0.1 0.6
0.1 0.1 -0.1
-0.3 -0.4 -0.3
0.0 0.3 -0.7
-0.2 0.2 -0.1
0.3 0.2 0.5
0.1 -0.2 0.1
0.1 0.0 0.1
0.0 -0.1 0.0
-0.1 0.0 0.0
0.0 0.1 0.0
0.1 0.0 -0.1
-0.3 0.1 0.0
0.2 -0.4 -0.2
0.0 -0.1 0.1
0.0 0.1 -0.1
-0.1 0.1 0.0
0.0 0.0 0.0
-0.1 0.0 0.0

=====

Entry 2:
C10H29AgBr2ISbSi3 | ωB97M-V/def2-TZVPD

frontier orbital gap	7.77	eV

Each line ends with the natural charge from an NBO analysis.
Element x y z (Å)
Ag (3.2317, 0.2746, 0.1359)  0.59
Br (2.8350, 0.9275, 2.9764)  0.07
C (3.0935, 2.7875, 2.4984)  -0.53
Br (2.8725, 3.1603, 0.6115)  0.07
H (4.1110, 3.0627, 2.7770)  0.24
H (2.3607, 3.3777, 3.0471)  0.23
I (5.5362, -0.6405, -0.7348)  -0.71
C (-2.1089, 2.9190, 0.1656)  -1.11
Si (-1.9574, 1.1275, 0.7540)  1.36
C (-3.4202, 0.1509, 0.0548)  -1.11
C (-2.1072, 1.1310, 2.6394)  -1.11
Sb (0.4035, 0.4295, 0.2702)  -0.40
Si (0.3064, 0.2799, -2.3110)  1.31
C (0.4616, 2.0806, -2.9339)  -1.10
C (-1.2524, -0.5153, -3.0820)  -1.10
C (1.8429, -0.6671, -2.9340)  -1.11
Si (0.3114, -2.0652, 0.9338)  1.31
C (0.4175, -2.1557, 2.8404)  -1.10
C (1.8587, -2.9333, 0.2233)  -1.11
C (-1.2419, -3.0372, 0.3948)  -1.10
H (-3.0528, 3.3491, 0.4866)  0.24
H (-2.0694, 2.9850, -0.9173)  0.23
H (-1.3143, 3.5402, 0.5681)  0.24
H (-4.3524, 0.6022, 0.3827)  0.24
H (-3.4153, -0.8782, 0.3962)  0.24
H (-3.4199, 0.1467, -1.0293)  0.24
H (-3.0549, 1.5608, 2.9490)  0.24
H (-1.3185, 1.7172, 3.1013)  0.24
H (-2.0563, 0.1241, 3.0419)  0.23
H (-0.3744, 2.6910, -2.6043)  0.23
H (0.4917, 2.1237, -4.0182)  0.24
H (1.3747, 2.5412, -2.5652)  0.24
H (-2.1322, 0.0964, -2.9106)  0.23
H (-1.4421, -1.5007, -2.6686)  0.23
H (-1.1305, -0.6254, -4.1546)  0.24
H (2.7590, -0.3144, -2.4403)  0.25
H (1.9772, -0.5243, -4.0011)  0.24
H (1.7704, -1.7341, -2.7539)  0.24
H (1.3540, -1.7437, 3.2059)  0.23
H (0.3593, -3.1824, 3.1889)  0.24
H (-0.3926, -1.6036, 3.3089)  0.23
H (2.7740, -2.3446, 0.3836)  0.25
H (1.7732, -3.1043, -0.8446)  0.24
H (2.0115, -3.8971, 0.6979)  0.24
H (-2.1241, -2.6811, 0.9168)  0.23
H (-1.1280, -4.0918, 0.6231)  0.24
H (-1.4224, -2.9471, -0.6712)  0.23

Cartesian forces, eV/Å:
0.0 -0.1 -0.1
0.2 0.3 0.4
0.1 0.2 0.2
0.2 0.4 0.3
-0.3 -0.1 -0.1
0.1 -0.2 -0.2
-0.1 0.0 0.0
0.1 -0.4 0.0
-0.9 0.8 0.6
0.6 0.0 0.0
0.1 -0.1 -0.4
-0.1 -1.0 -0.8
0.3 -0.1 -0.9
-0.1 -0.5 0.4
0.5 0.3 0.5
-0.3 0.4 0.6
0.2 -0.9 0.2
-0.1 0.3 -0.6
-0.3 0.7 0.2
0.5 0.6 0.1
-0.2 0.0 0.1
0.0 0.0 -0.2
0.2 0.1 0.1
-0.1 0.2 0.1
0.0 -0.2 0.0
0.0 0.0 -0.2
-0.3 0.1 0.0
0.2 0.1 0.0
0.0 -0.2 0.1
-0.1 0.1 0.1
0.0 -0.1 -0.2
0.2 0.0 0.1
-0.2 0.1 0.0
0.0 -0.2 0.1
0.1 0.0 -0.2
-0.2 -0.1 -0.1
-0.1 0.1 -0.3
0.0 -0.2 0.1
0.2 0.1 0.0
0.0 -0.3 -0.1
-0.1 0.1 0.1
-0.2 -0.1 0.0
0.0 0.0 -0.2
-0.1 -0.2 0.2
-0.2 0.1 0.1
0.1 -0.2 0.1
0.0 0.0 -0.2